Computed, not measured: a structure of composition C44H101F2O31P6Tl at a distorted geometry, with ωB97M-V/def2-TZVPD.

Summary:
**2S+1**: 1
**Charge**: +2
**Electronic energy**: -6489.68265 Eh
**HOMO energy**: -13.94 eV

```
185
C44H101F2O31P6Tl, DFT ωB97M-V/def2-TZVPD
Tl 10.9678 6.7739 31.1730
C 12.4800 1.7406 30.2644
C 11.2840 2.6580 29.9519
O 11.2774 3.9476 30.4640
H 12.6732 1.8383 31.3327
H 13.3498 2.1698 29.7672
H 12.2784 0.6741 30.1643
H 10.3721 2.1733 30.3006
H 11.1162 2.7434 28.8783
C 11.1269 -1.4600 33.3046
C 10.6156 -0.1539 32.7359
O 10.3828 0.5384 33.9671
C 10.1996 -0.3275 34.9551
O 9.6870 -0.0064 36.0246
O 10.3399 -1.5327 34.5020
F 9.4704 -0.5281 32.1464
H 12.1741 -1.3564 33.5885
H 10.9373 -2.3812 32.7537
H 11.1846 0.3313 31.9427
C 10.8531 -1.7350 28.7871
C 10.4637 -2.3917 27.4423
O 11.3524 -3.5442 27.3489
C 12.3771 -3.1876 28.1741
O 13.4209 -3.8895 28.1515
O 12.1597 -2.1138 28.9312
F 10.7228 -1.5972 26.3980
H 10.2184 -2.0367 29.6204
H 10.7789 -0.6607 28.6188
H 9.4002 -2.6289 27.4710
C 15.0158 -5.8014 31.9042
C 14.5975 -4.2548 31.8527
O 15.8052 -3.5528 31.7324
P 15.9409 -2.0260 32.2973
O 14.7259 -1.4572 32.9329
O 17.1665 -2.1577 33.3489
C 17.0182 -2.9998 34.4952
C 18.3470 -3.1105 35.1805
O 16.5879 -1.2946 31.0739
C 15.7817 -0.4308 30.2552
C 16.1616 -0.6422 28.8031
H 15.1384 -6.2459 30.9165
H 15.9544 -5.9860 32.4268
H 14.2101 -6.3965 32.3341
H 13.9784 -4.1548 30.9612
H 14.0514 -3.9998 32.7609
H 16.3704 -2.5223 35.2304
H 16.5947 -3.9624 34.2084
H 19.1737 -3.3552 34.5136
H 18.6928 -2.1818 35.6343
H 18.4290 -3.9524 35.8678
H 14.6995 -0.5357 30.3317
H 15.9634 0.6046 30.5434
H 15.7934 0.1764 28.1847
H 17.2449 -0.7072 28.7016
H 15.7457 -1.5657 28.4002
C 10.1273 3.6342 25.6030
C 9.5075 4.2390 26.8221
O 8.7029 5.3082 26.5544
P 8.1774 6.1771 27.8048
O 9.0117 6.0742 29.0242
O 6.6403 5.7393 27.9500
C 5.8531 6.3947 28.9421
C 4.3937 6.1230 28.5848
O 7.9948 7.6969 27.2518
C 7.3510 8.0191 26.0079
C 6.6107 9.3830 26.2125
H 10.5612 2.6510 25.7851
H 9.3711 3.4505 24.8398
H 10.9233 4.2442 25.1760
H 8.9519 3.4731 27.3633
H 10.3224 4.5377 27.4815
H 6.1606 6.1051 29.9470
H 6.0674 7.4634 28.9404
H 3.7253 6.7377 29.1877
H 4.1214 6.3860 27.5627
H 4.1462 5.0682 28.7037
H 8.0064 8.1094 25.1417
H 6.6775 7.2031 25.7457
H 7.4182 10.1106 26.2946
H 5.8510 9.6520 25.4786
H 6.1567 9.3998 27.2032
C 16.1362 9.0222 27.0312
C 15.4703 8.4621 28.3029
O 15.6131 7.0521 28.2412
P 14.6887 6.1174 29.1846
O 13.3681 6.6504 29.6790
O 15.6615 5.6018 30.3621
C 17.0505 5.3918 30.1439
C 17.1986 3.9187 30.3959
O 14.5695 4.8150 28.2197
C 13.5645 4.7637 27.2607
C 14.2051 5.1973 25.9142
H 17.2240 8.9694 27.0766
H 15.7908 8.5825 26.0956
H 15.8217 10.0518 26.8611
H 15.8831 8.8713 29.2251
H 14.4331 8.7821 28.4022
H 17.4738 5.7443 29.2033
H 17.4935 6.0662 30.8766
H 18.2453 3.6521 30.5423
H 16.7029 3.6024 31.3137
H 16.8223 3.1638 29.7055
H 12.9220 3.8879 27.3520
H 12.8497 5.5812 27.3542
H 13.4067 5.4753 25.2261
H 14.7296 6.1494 25.9945
H 14.7663 4.4020 25.4237
C 17.3482 3.8762 26.6031
C 17.8000 2.5532 26.0997
O 17.0462 2.2582 25.0010
P 16.2561 0.8453 24.8380
O 16.0012 0.4574 23.4217
O 17.2199 -0.1872 25.6563
C 18.2339 -0.9748 24.9742
C 19.1157 -1.6892 25.9970
O 14.9664 1.0206 25.7524
C 13.7064 0.9633 25.1546
C 12.7889 0.7680 26.3568
H 18.1339 4.0407 27.3404
H 17.2666 4.6917 25.8845
H 16.4522 3.6440 27.1787
H 18.8341 2.5487 25.7553
H 17.7800 1.7616 26.8487
H 17.8678 -1.7338 24.2829
H 18.8854 -0.2726 24.4540
H 19.4650 -2.6705 25.6758
H 19.9083 -1.0824 26.4349
H 18.4428 -1.8404 26.8410
H 13.3274 1.8432 24.6347
H 13.5915 0.0821 24.5234
H 13.1288 0.1293 27.1721
H 12.6866 1.7688 26.7762
H 11.7688 0.5130 26.0696
C 14.7469 2.4432 33.3200
C 13.5325 3.3109 33.7169
O 13.9327 4.3702 34.5195
P 14.1883 5.8619 33.9816
O 13.1786 6.3472 32.9950
O 14.2370 6.6608 35.3738
C 13.0592 6.8478 36.1128
C 13.3770 6.5272 37.6326
O 15.7240 5.9051 33.4512
C 16.8168 5.5955 34.2601
C 17.4739 6.9802 34.5179
H 15.7003 2.7138 33.7738
H 14.6788 1.3585 33.4030
H 14.8394 2.6290 32.2500
H 12.9170 3.6683 32.8914
H 12.9990 2.6210 34.3708
H 12.7893 7.9028 36.1590
H 12.1788 6.3125 35.7571
H 14.0107 7.2704 38.1165
H 12.4720 6.3392 38.2104
H 13.8354 5.5420 37.7184
H 16.5265 5.0822 35.1768
H 17.4327 4.8709 33.7275
H 18.4729 6.9407 34.9520
H 17.6120 7.3969 33.5202
H 16.8689 7.6500 35.1290
C 5.4324 -1.4262 33.5784
C 5.4881 -0.6330 32.3390
O 6.7005 -0.8764 31.6074
P 6.6054 -0.8855 29.9743
O 7.7714 -1.4307 29.2270
O 6.2094 0.6481 29.6591
C 7.1759 1.6738 29.4694
C 6.3210 2.9019 29.0481
O 5.2131 -1.5722 29.5442
C 4.9339 -1.6789 28.1761
C 4.1436 -0.4967 27.7322
H 4.9863 -2.4202 33.5462
H 6.4287 -1.4904 34.0160
H 4.7438 -0.8742 34.2181
H 4.5708 -0.8192 31.7805
H 5.6662 0.4105 32.5990
H 7.7690 1.8702 30.3625
H 7.8294 1.3184 28.6728
H 7.0552 3.6824 29.2477
H 6.1442 2.8940 27.9726
H 5.4036 3.0112 29.6265
H 5.8181 -1.8570 27.5641
H 4.3275 -2.5680 28.0026
H 4.7059 0.4366 27.7616
H 3.7628 -0.7748 26.7494
H 3.2652 -0.4428 28.3754
```